The following is a DFT calculation (ωB97M-V with the def2-TZVPD basis set) of a molecular structure, C25H18N4O11S2Ti.

Geometry as XYZ:
```
61
Properties=species:S:1:pos:R:3:forces:R:3
Ti -0.070 -0.865 0.419 -0.163 -0.100 -0.508
O -1.926 0.516 -2.965 -0.047 -0.035 0.012
C -1.658 0.111 -1.853 0.000 0.081 0.031
O -0.515 -0.333 -1.434 0.191 0.031 -0.113
C -2.699 0.057 -0.753 0.018 -0.081 -0.115
C -4.067 0.191 -0.886 0.005 0.084 0.090
C -4.849 0.006 0.252 0.033 -0.005 0.000
C -4.254 -0.314 1.466 0.050 0.113 -0.038
C -2.873 -0.427 1.499 -0.067 -0.222 0.164
N -2.148 -0.241 0.413 0.077 0.108 -0.011
C -2.017 -0.873 2.677 0.022 0.053 -0.075
O -2.503 -1.014 3.783 -0.042 -0.006 -0.009
O -0.794 -1.055 2.314 0.108 -0.188 0.170
H -4.487 0.420 -1.855 -0.006 0.000 0.000
H -5.927 0.091 0.185 -0.005 0.002 -0.002
H -4.820 -0.490 2.370 -0.006 0.001 0.001
S 2.860 -0.443 -0.801 -0.091 0.034 0.075
C 2.456 0.600 0.441 -0.051 -0.172 -0.165
N 1.250 0.662 1.017 -0.008 0.228 0.101
C 1.153 1.681 1.955 -0.005 0.099 0.077
C 0.006 2.050 2.654 0.036 -0.024 -0.030
C 0.074 3.102 3.549 0.015 0.030 0.020
C 1.264 3.800 3.756 -0.044 0.001 0.014
C 2.406 3.455 3.054 0.014 -0.023 -0.020
C 2.338 2.400 2.155 -0.049 0.005 0.028
S 3.578 1.772 1.107 0.060 0.061 -0.003
H -0.922 1.525 2.488 0.011 -0.017 -0.014
H -0.816 3.385 4.098 0.000 0.007 0.006
H 1.295 4.618 4.464 0.001 0.003 0.001
H 3.332 3.999 3.198 0.005 0.000 -0.003
C 0.078 3.821 -2.324 0.006 -0.009 -0.013
C -1.450 3.830 -2.406 -0.009 0.014 0.022
C -1.825 3.485 -0.973 -0.002 -0.007 -0.013
O -0.873 2.514 -0.571 -0.029 0.022 0.039
C 0.368 2.764 -1.250 0.004 -0.018 0.027
H 0.448 4.799 -2.009 -0.001 0.002 -0.002
H 0.549 3.570 -3.274 0.004 0.006 -0.003
H -1.803 3.043 -3.071 0.002 -0.006 0.001
H -1.856 4.789 -2.731 -0.002 -0.001 -0.006
H -2.817 3.041 -0.872 0.002 0.003 0.002
H -1.769 4.369 -0.321 0.005 0.002 -0.005
H 0.708 1.816 -1.669 0.001 0.007 -0.005
H 1.109 3.113 -0.525 -0.005 0.000 -0.002
O -0.942 -2.863 -0.007 0.112 -0.086 0.005
C 0.156 -3.351 0.358 -0.184 -0.029 0.045
O 1.095 -2.623 0.771 0.023 0.051 0.227
C 0.367 -4.834 0.304 0.051 -0.020 0.004
C -0.642 -5.658 -0.174 0.111 0.054 0.066
C -0.413 -7.020 -0.214 -0.180 -0.178 -0.062
C 0.769 -7.603 0.197 -0.019 0.235 0.018
C 1.741 -6.741 0.668 0.169 -0.104 0.024
C 1.575 -5.371 0.732 -0.135 -0.023 -0.055
N 3.022 -7.327 1.124 -0.065 -0.003 0.069
O 3.156 -8.531 1.015 0.012 0.015 -0.023
O 3.850 -6.575 1.588 0.006 -0.003 -0.038
N -1.483 -7.909 -0.722 0.071 0.054 -0.075
O -1.248 -9.101 -0.765 -0.024 0.013 0.033
O -2.521 -7.393 -1.075 0.012 -0.023 0.040
H -1.578 -5.230 -0.502 -0.011 -0.020 -0.008
H 0.925 -8.668 0.155 0.002 -0.009 0.001
H 2.355 -4.721 1.101 0.012 -0.001 0.005
```
Forces are in eV/Å.

HOMO level (spin up / spin down) = -5.03 / -5.05 eV
largest force on an atom = 0.01055 Eh/bohr
charge = -1
relative energy (zero: lowest compared OMol25 entry of this formula, charge and spin) = 19.0 kJ/mol
HOMO-LUMO gap (spin up / spin down) = 6.00 / 6.02 eV
LUMO energy (spin up / spin down) = 0.035 / 0.036 hartree
2S+1 = 2


The following is a DFT calculation (ωB97M-V with the def2-TZVPD basis set) of a molecular structure, C42H35GeN3O2Pd.

Geometry as XYZ:
```
84
Properties=species:S:1:pos:R:3:forces:R:3
Pd -0.468 1.502 -1.055 -0.030 -0.138 -0.181
C -4.806 1.545 -1.812 0.004 0.045 0.033
O -4.224 2.864 -2.004 -0.029 0.000 0.027
C -2.955 2.751 -1.620 0.019 0.015 -0.007
N -2.525 1.567 -1.342 -0.033 -0.040 -0.014
C -3.592 0.610 -1.643 -0.045 -0.012 0.019
C -3.834 -0.438 -0.587 0.070 0.026 0.023
C -3.454 -0.236 0.734 -0.033 -0.006 0.002
C -3.773 -1.180 1.701 0.027 0.024 -0.044
C -4.475 -2.325 1.355 0.037 -0.027 0.016
C -4.843 -2.537 0.035 -0.022 0.020 -0.029
C -4.517 -1.599 -0.935 -0.020 -0.007 0.028
C -2.040 3.903 -1.595 0.026 -0.029 0.019
C -2.298 5.208 -1.900 0.017 -0.028 0.005
C -1.187 6.106 -1.890 -0.016 0.026 0.006
C 0.085 5.655 -1.642 0.024 -0.052 0.027
C 0.291 4.290 -1.358 -0.084 0.088 -0.025
N -0.808 3.472 -1.276 0.014 0.027 -0.041
C 1.479 3.536 -1.220 -0.001 -0.080 0.026
N 1.440 2.217 -1.113 0.118 0.133 0.013
C 2.802 1.712 -1.030 0.041 0.015 0.041
C 3.646 2.993 -1.248 -0.032 -0.023 -0.003
O 2.704 4.087 -1.202 -0.010 0.023 -0.032
C 3.155 0.640 -2.036 0.018 -0.036 0.022
C 4.393 0.013 -1.918 -0.027 0.021 0.018
C 4.785 -0.958 -2.824 -0.006 0.009 -0.013
C 3.935 -1.322 -3.861 0.005 0.008 0.015
C 2.703 -0.699 -3.985 -0.011 0.007 0.005
C 2.315 0.281 -3.080 0.004 0.017 -0.034
H -5.435 1.322 -2.669 0.016 0.009 -0.012
H -5.406 1.578 -0.902 -0.010 0.004 -0.013
H -3.332 0.117 -2.585 -0.045 -0.003 0.002
H -2.891 0.647 1.008 -0.005 0.007 -0.007
H -3.448 -1.021 2.720 -0.007 -0.003 0.040
H -4.710 -3.065 2.109 -0.011 0.004 0.003
H -5.376 -3.437 -0.244 0.003 0.001 -0.004
H -4.795 -1.770 -1.969 0.002 -0.009 -0.009
H -3.296 5.536 -2.152 -0.003 0.002 -0.002
H -1.350 7.151 -2.113 0.004 0.000 -0.003
H 0.931 6.328 -1.680 0.001 0.002 -0.007
H 2.973 1.300 -0.031 0.037 -0.003 0.023
H 4.121 2.995 -2.229 0.002 0.010 0.007
H 4.394 3.158 -0.476 -0.008 0.001 0.003
H 5.045 0.273 -1.090 -0.009 -0.016 -0.003
H 5.748 -1.439 -2.716 0.001 -0.004 0.003
H 4.233 -2.087 -4.566 0.002 0.000 -0.006
H 2.034 -0.978 -4.790 0.002 -0.002 -0.003
H 1.351 0.762 -3.178 -0.020 0.000 0.014
C -0.153 -0.436 -0.804 -0.025 0.027 0.085
Ge 0.369 -1.198 0.873 0.047 -0.013 0.112
C -0.226 -3.062 0.998 0.040 0.045 0.028
C 0.461 -3.996 1.774 -0.041 -0.023 -0.014
C 0.006 -5.303 1.886 0.006 0.012 0.003
C -1.146 -5.696 1.218 -0.004 0.001 -0.008
C -1.837 -4.779 0.437 0.005 -0.005 -0.002
C -1.378 -3.473 0.330 0.019 0.019 -0.012
C 2.319 -1.220 1.178 -0.042 -0.050 -0.049
C 2.924 -0.382 2.115 0.000 -0.012 -0.015
C 4.298 -0.415 2.321 0.001 0.003 0.001
C 5.087 -1.302 1.602 0.005 0.006 0.014
C 4.499 -2.150 0.675 -0.039 -0.028 -0.003
C 3.128 -2.102 0.461 0.020 0.021 0.024
C -0.336 -0.220 2.432 0.017 -0.027 -0.085
C -0.433 1.172 2.449 -0.016 -0.005 -0.028
C -0.890 1.848 3.573 -0.007 -0.017 0.008
C -1.251 1.138 4.711 0.003 0.003 -0.015
C -1.149 -0.246 4.716 -0.015 -0.006 0.002
C -0.696 -0.916 3.586 -0.001 0.001 -0.011
H -0.309 -1.137 -1.625 0.034 0.013 -0.026
H 1.368 -3.701 2.291 0.009 -0.001 0.014
H 0.551 -6.016 2.492 0.000 -0.003 -0.001
H -1.501 -6.715 1.303 0.000 -0.003 -0.001
H -2.736 -5.080 -0.088 0.000 -0.002 0.002
H -1.926 -2.763 -0.282 0.001 -0.004 0.024
H 2.315 0.300 2.698 0.002 0.010 0.005
H 4.750 0.243 3.053 0.001 0.001 0.003
H 6.157 -1.337 1.770 0.003 0.001 0.004
H 5.109 -2.846 0.111 0.002 0.001 -0.003
H 2.683 -2.766 -0.273 0.002 -0.003 -0.019
H -0.157 1.742 1.566 0.002 0.009 0.004
H -0.963 2.929 3.561 0.002 0.006 0.003
H -1.607 1.661 5.589 -0.002 0.001 0.004
H -1.425 -0.807 5.601 0.000 0.002 0.003
H -0.631 -1.999 3.602 -0.003 -0.002 0.003
```
Forces are in eV/Å.

HOMO level (spin up / spin down) = -5.68 / -8.34 eV
largest force on an atom = 0.00447 Eh/bohr
charge = 0
relative energy (zero: lowest compared OMol25 entry of this formula, charge and spin) = 0.0 kJ/mol
HOMO-LUMO gap (spin up / spin down) = 5.68 / 8.45 eV
LUMO energy (spin up / spin down) = 0.000 / 0.004 hartree
2S+1 = 3